No. 1
The following is a DFT calculation (wB97M-V/def2-TZVPD) of 7 unconnected molecules or ions with the total composition C8H22F9O11P at a distorted geometry.

The geometry in XYZ format:
```
51
Properties=species:S:1:pos:R:3:forces:R:3:lowdin_charge:R:1
C 1.15402 -0.50256 3.73218 0.179 0.397 0.380 -0.09
O -0.15567 -0.12532 3.37001 -0.097 0.141 -0.279 -0.20
C -0.86273 -1.14258 2.67668 0.686 -0.201 -0.316 -0.16
C -1.67353 -0.59533 1.50514 0.157 0.219 0.539 -0.28
O -1.02474 -0.75978 0.25517 0.193 -0.124 0.026 -0.09
C 0.14661 -0.00921 0.10767 -0.146 0.724 -0.549 -0.11
C 1.14522 -0.84897 -0.68169 -1.373 1.469 -0.053 -0.43
F 0.54946 -1.21541 -1.82647 -0.378 -0.128 -1.044 0.14
F 1.35277 -1.95822 -0.02223 1.037 -1.309 1.057 0.19
C 2.48176 -0.14598 -1.10273 -0.294 -0.952 1.422 -0.38
F 2.50199 0.08962 -2.39402 -0.206 0.980 -1.441 0.17
F 3.43938 -1.03923 -0.89899 1.047 -0.884 0.519 0.18
C 2.92418 1.09879 -0.30597 -0.189 0.556 -1.608 -0.39
F 2.94352 0.84345 0.96992 -0.590 -0.554 2.020 0.21
F 4.19007 1.30381 -0.64692 1.228 0.298 -0.749 0.17
C 2.16393 2.44582 -0.58737 0.372 -0.728 0.959 -0.62
F 1.42705 2.75251 0.46193 -0.943 0.041 0.924 0.19
F 3.02002 3.39852 -0.74069 1.409 1.387 -0.339 0.24
F 1.40581 2.39731 -1.64290 -1.033 -0.376 -1.325 0.22
P -2.36859 1.08618 1.82020 -1.388 -0.248 0.039 0.46
O -3.44747 0.96247 2.78902 -0.584 -0.292 1.019 -0.25
O -2.97323 1.58786 0.43245 1.006 -0.259 -0.521 -0.10
O -1.31087 2.17103 2.24121 0.558 0.058 -0.654 -0.07
H 1.66215 0.39545 4.06535 0.049 0.231 0.023 0.09
H 1.71598 -0.90762 2.89014 -0.024 -0.224 -0.121 0.08
H 1.17225 -1.18945 4.57373 -0.106 -0.368 -0.003 0.10
H -1.46375 -1.77205 3.33224 -0.084 0.262 0.173 0.12
H -0.11822 -1.79242 2.21364 -0.051 -0.356 -0.047 0.13
H -2.54901 -1.23230 1.45908 -0.373 0.056 -0.285 0.15
H -0.10900 0.88410 -0.46840 0.153 0.134 -0.153 0.14
H 0.58448 0.33640 1.04227 0.090 -0.366 0.241 0.12
H -3.41075 0.84851 -0.02041 -0.193 0.329 -0.071 0.10
H -0.39607 1.87661 2.13062 -0.083 0.128 0.265 0.06
O 6.72066 0.09708 -2.22163 -0.083 0.109 -0.048 -0.05
H 5.88315 0.40988 -1.86351 0.074 -0.056 0.004 0.00
H 6.96100 0.75512 -2.88284 0.023 -0.069 0.038 0.04
O -2.37934 -3.95948 4.22926 -0.073 0.075 0.076 -0.06
H -2.93903 -3.33246 4.70157 0.008 -0.057 -0.021 0.04
H -2.73473 -4.82364 4.46357 0.046 0.040 -0.052 0.04
O 0.66933 -0.19962 -4.66559 -0.056 0.227 0.084 -0.04
H 0.29649 0.68257 -4.54930 0.139 -0.003 0.136 0.04
H 1.41535 -0.21259 -4.05238 -0.197 -0.134 -0.216 0.01
O -2.41658 -1.57543 -2.65301 0.020 0.051 -0.028 -0.05
H -2.13953 -1.92578 -3.50630 -0.016 0.043 0.044 0.04
H -1.59930 -1.27939 -2.23840 -0.039 -0.090 0.033 -0.01
O -6.14490 1.16364 1.34561 0.087 0.084 0.063 -0.07
H -6.54113 2.03656 1.43284 0.011 -0.073 -0.049 0.03
H -5.37487 1.19187 1.93376 0.069 -0.075 0.061 -0.01
O -1.30488 0.96156 -6.81004 -0.029 -0.013 0.086 -0.05
H -0.84017 0.54797 -6.07413 -0.037 -0.166 -0.281 -0.01
H -1.64852 0.22013 -7.31933 0.023 0.064 0.024 0.04
```
Forces are in eV/Å.

Kohn-Sham gap, eV: 10.780
Charge: 0
Spin multiplicity: 1
Energy above the lowest of the compared OMol25 structures with the same formula, charge and spin, kJ/mol: 0.0
Strongest force on any atom, Eh/bohr: 0.04231
Energy, a.u.: -2385.867089
SMILES string: COC[C@H](OCC(F)(F)C(F)(F)C(F)(F)C(F)(F)F)P(=O)(O)O.O.O.O.O.O.O
E_LUMO, hartree: 0.0066
Highest occupied orbital energy, eV: -10.60



No. 2
The following is a DFT calculation (wB97M-V/def2-TZVPD) of a molecular structure, C8H22InN2O2 at a distorted geometry.

The geometry in XYZ format:
```
35
Properties=species:S:1:pos:R:3:forces:R:3:lowdin_charge:R:1
In 14.93780 11.70754 -8.14471 0.022 -0.088 -0.137 0.97
C 9.83013 16.27455 -6.64302 -0.563 1.101 0.575 0.02
C 10.65342 14.95290 -6.53803 0.499 0.298 0.493 -0.37
C 9.80894 13.82521 -7.01896 -1.052 -0.185 -0.054 -0.19
O 10.48231 12.64772 -7.04829 1.130 -2.116 0.680 -0.06
C 9.62060 11.52468 -6.99606 0.368 -1.670 0.005 -0.02
N 11.86464 15.16157 -7.28459 -1.476 1.122 0.395 0.19
H 9.34148 16.53295 -7.58246 -0.010 -0.703 -0.169 0.11
H 10.41385 17.16163 -6.39716 0.449 -0.190 0.052 0.10
H 9.11958 16.22396 -5.81800 -0.411 -0.111 -0.105 0.12
H 10.92549 14.88783 -5.48453 -0.081 -0.603 0.008 0.16
H 9.54231 13.89111 -8.07380 -0.739 1.209 -0.351 0.18
H 8.95951 13.69650 -6.34814 -0.570 0.374 -0.407 0.16
H 10.17626 10.58732 -7.02227 0.613 0.374 0.192 0.11
H 8.97499 11.40756 -7.86644 -0.359 0.803 -0.228 0.13
H 9.01791 11.46459 -6.08982 -0.186 0.527 0.159 0.13
H 11.52943 15.59199 -8.13458 0.553 -0.280 -1.283 0.12
H 12.21152 15.95856 -6.77022 1.635 0.132 0.063 0.12
C 20.94278 10.59297 -4.75174 1.453 0.007 -0.276 0.01
C 19.55691 11.25028 -4.92286 -1.947 1.201 -1.125 -0.32
C 19.37910 12.79976 -4.64926 0.311 -2.106 -0.213 -0.11
O 17.98720 13.10054 -4.88604 1.590 -0.527 1.471 -0.09
C 17.62037 14.13783 -4.00260 -1.149 0.505 -0.336 -0.04
N 19.16529 10.99005 -6.31084 1.819 -0.520 0.756 0.18
H 21.60490 10.91048 -5.55727 0.032 0.015 -0.060 0.10
H 20.85575 9.50756 -4.80089 -0.252 0.058 -0.058 0.11
H 21.48700 10.81446 -3.83366 -0.505 0.371 0.354 0.11
H 18.85840 10.66296 -4.32684 -0.123 0.281 0.365 0.16
H 19.99189 13.43719 -5.28666 0.155 -0.145 -0.326 0.16
H 19.72781 12.91434 -3.62292 -0.524 0.616 0.176 0.14
H 16.54113 14.27628 -4.06731 0.150 0.110 -0.191 0.10
H 18.16752 15.03002 -4.30710 -0.003 0.395 0.086 0.13
H 17.84664 13.96072 -2.95116 0.339 -0.391 0.111 0.13
H 19.81389 11.41536 -6.95779 -0.069 1.214 -0.446 0.12
H 19.42858 10.03127 -6.48840 -1.098 -1.076 -0.177 0.12
```
Forces are in eV/Å.

Kohn-Sham gap, eV: 1.662
Charge: +3
Spin multiplicity: 1
Energy above the lowest of the compared OMol25 structures with the same formula, charge and spin, kJ/mol: 393.9
Strongest force on any atom, Eh/bohr: 0.04957
Energy, a.u.: -766.764746
E_LUMO, hartree: -0.5883
Highest occupied orbital energy, eV: -17.67



No. 3
The following is a DFT calculation (wB97M-V/def2-TZVPD) of a molecular structure, C8H22N2O2Rb at a distorted geometry.

The geometry in XYZ format:
```
35
Properties=species:S:1:pos:R:3:forces:R:3:lowdin_charge:R:1
Rb -0.47620 -1.18331 1.12279 0.789 -0.269 0.329 0.91
C -5.28262 1.19709 -1.90267 -0.302 1.284 -0.597 0.00
C -4.07500 0.38589 -1.46205 -4.168 -1.427 -1.350 -0.33
C -2.89506 1.10056 -0.89708 3.604 0.930 0.467 -0.17
O -2.12576 1.92428 -1.78967 -2.478 -0.081 0.947 -0.08
C -2.58700 3.29890 -1.86446 0.141 1.075 0.335 -0.04
N -4.59448 -0.58550 -0.52510 1.818 0.978 1.437 0.30
H -5.38854 1.34724 -2.97707 0.280 -0.858 -0.288 0.11
H -5.22547 2.26159 -1.67536 -0.126 -0.074 1.032 0.09
H -6.19487 0.71025 -1.55785 -0.066 0.449 -0.008 0.10
H -3.88939 -0.21751 -2.35062 1.238 -0.209 -0.253 0.19
H -2.16891 0.35318 -0.57734 0.078 -0.310 -0.209 0.07
H -3.17957 1.57655 0.04132 -0.288 0.722 -0.244 0.15
H -3.52383 3.54629 -2.36370 -0.078 -1.001 -0.703 0.09
H -1.82081 3.90676 -2.34566 0.147 -0.478 -0.068 0.11
H -2.78045 3.75743 -0.89471 0.478 -0.461 0.540 0.10
H -3.94567 -1.13587 0.01919 0.737 -0.979 -0.777 0.13
H -5.21791 -0.32404 0.22528 -1.506 0.602 -0.478 0.16
C 2.78701 -1.97636 -0.46256 0.218 1.241 -1.646 -0.08
C 3.39777 -1.72390 0.87167 1.117 -0.728 1.583 -0.44
C 3.81309 -0.27414 1.26819 -0.582 -1.197 0.871 -0.13
O 4.28073 -0.24118 2.66539 -0.702 0.409 -1.927 -0.17
C 5.67832 -0.42130 2.72026 1.108 -1.187 -0.301 -0.11
N 2.43275 -2.29901 1.81579 -1.640 -0.383 1.281 -0.02
H 2.56850 -3.00773 -0.73938 0.036 -0.068 0.539 0.10
H 3.39618 -1.59174 -1.28053 0.350 -0.051 0.005 0.10
H 1.88658 -1.37219 -0.57354 -0.482 -0.020 0.056 0.03
H 4.35578 -2.24082 0.92735 0.060 -0.460 -0.027 0.14
H 2.93254 0.35848 1.15625 0.036 0.424 0.360 0.11
H 4.57906 0.04065 0.55945 0.094 0.220 0.172 0.13
H 6.24703 0.18825 2.01803 -0.225 0.620 0.180 0.09
H 5.96087 -1.43294 2.42898 -0.214 -0.441 -0.199 0.08
H 6.11091 -0.36873 3.71936 -0.636 0.653 0.125 0.10
H 2.55057 -2.24990 2.81770 0.969 1.633 0.292 0.08
H 2.39388 -3.30719 1.86231 0.194 -0.559 -1.478 0.08
```
Forces are in eV/Å.

Kohn-Sham gap (spin up / spin down), eV: 7.227 / 2.329
Charge: +2
Spin multiplicity: 2
Energy above the lowest of the compared OMol25 structures with the same formula, charge and spin, kJ/mol: 66.6
Strongest force on any atom, Eh/bohr: 0.08960
Energy, a.u.: -601.358878
E_LUMO (spin up / spin down), hartree: -0.2577 / -0.4377
Highest occupied orbital energy (spin up / spin down), eV: -14.24 / -14.24



No. 4
The following is a DFT calculation (wB97M-V/def2-TZVPD) of a single C8H22N2OSi molecule at a distorted geometry.

The geometry in XYZ format:
```
34
Properties=species:S:1:pos:R:3:forces:R:3:lowdin_charge:R:1
C -0.01496 -1.38095 2.12051 -0.393 -1.854 -1.283 -0.16
O -0.34987 -0.17470 1.50266 -0.481 0.905 0.000 -0.28
Si -1.72525 -0.25101 0.52781 0.618 0.846 -0.044 0.45
C -3.00269 -1.39753 1.15723 0.009 -1.076 0.691 -0.17
C -2.40792 1.47855 0.17880 -0.895 -2.092 0.479 -0.13
C -1.34910 -1.20174 -1.02795 -0.100 1.172 -0.143 -0.26
C 0.03738 -1.58105 -1.49429 -0.719 0.033 -1.143 -0.25
C 0.91811 -0.41182 -1.86265 0.293 1.652 0.929 -0.24
N 1.57672 0.30190 -0.74555 -0.205 -1.274 1.507 -0.09
C 2.42915 1.42456 -1.11584 -2.597 0.845 0.593 -0.28
C 3.20282 1.89811 0.09274 -0.028 -1.527 -0.746 -0.28
N 2.35546 2.31611 1.20871 1.567 -1.473 0.733 0.02
H -0.65081 -1.59458 2.96087 -0.157 0.086 0.679 0.08
H -0.21746 -2.21748 1.39380 0.326 0.361 0.628 0.08
H 1.02883 -1.47700 2.37864 0.329 0.458 0.154 0.09
H -3.77341 -1.35864 0.42162 -0.944 0.301 -0.658 0.03
H -3.46042 -1.24866 2.12079 -0.112 0.099 0.412 0.04
H -2.67748 -2.45162 1.04854 0.067 0.506 0.507 0.05
H -1.62706 2.17278 0.22970 1.171 1.216 -0.608 0.00
H -2.89807 1.32227 -0.79531 0.264 0.719 0.205 0.04
H -3.13755 1.79739 0.92090 -0.195 -0.142 -0.018 0.03
H -2.00858 -0.76247 -1.81894 0.590 -0.556 0.310 0.10
H -1.76308 -2.10739 -0.67542 -0.895 -1.227 -0.345 0.03
H -0.15535 -2.15561 -2.44523 0.628 0.261 0.863 0.12
H 0.48575 -2.25441 -0.75620 0.267 0.160 -0.236 0.11
H 1.74309 -0.85767 -2.43696 -0.330 0.785 -0.584 0.11
H 0.27850 0.41735 -2.33568 0.821 -1.476 -0.573 0.14
H 1.02134 0.38646 0.17212 1.082 0.056 -2.342 0.10
H 1.77416 2.21741 -1.54648 0.277 0.229 0.183 0.11
H 3.12456 1.23461 -1.88819 0.751 -0.962 -0.962 0.09
H 3.95762 2.59589 -0.26313 -0.137 0.598 0.526 0.10
H 3.75038 0.94340 0.26779 -0.084 0.804 0.982 0.12
H 1.90696 1.48676 1.61513 0.315 0.527 -0.113 0.06
H 1.62827 2.89080 0.88945 -1.102 1.043 -0.584 0.04
```
Forces are in eV/Å.

Kohn-Sham gap, eV: 8.754
Charge: 0
Spin multiplicity: 1
Energy above the lowest of the compared OMol25 structures with the same formula, charge and spin, kJ/mol: 0.0
Strongest force on any atom, Eh/bohr: 0.05434
Energy, a.u.: -792.250211
SMILES string: CO[Si](C)(C)CCCNCCN
E_LUMO, hartree: 0.0285
Highest occupied orbital energy, eV: -7.98